(1)
Entry from the Open Molecules 2025 dataset: a molecular structure, C31H25MnN3O2SSi at a distorted geometry (the ωB97M-V functional and the def2-TZVPD basis).

Structure (XYZ):
```
64
Properties=species:S:1:pos:R:3:forces:R:3:mulliken_charge:R:1
Mn -0.183 0.412 0.031 -1.622 -1.631 -0.070 -0.25
O 0.001 2.116 0.174 0.895 1.153 -0.796 -0.69
C 0.689 2.288 -0.987 0.312 0.291 0.648 1.08
C 0.166 3.196 -1.925 -0.268 -0.001 0.173 -0.40
C 0.956 3.663 -2.932 0.262 0.048 -0.243 -0.63
C 2.305 3.248 -3.047 -0.146 0.133 -0.095 -0.48
C 2.822 2.311 -2.193 0.054 -0.136 -0.030 -1.02
C 2.021 1.754 -1.184 -0.127 -0.024 0.322 0.42
C 2.509 0.665 -0.391 -0.103 -0.170 0.156 0.13
N 1.612 -0.095 0.176 0.798 -0.019 0.129 0.80
N 1.921 -1.098 1.045 -0.464 0.323 -0.163 -1.13
C 0.781 -1.467 1.621 0.177 0.411 -0.341 0.27
O -0.366 -0.944 1.213 0.615 -0.262 0.661 -0.83
C 0.782 -2.401 2.746 -0.125 0.041 -0.125 0.78
C -0.374 -2.554 3.510 -0.093 -0.017 0.028 -0.27
C -0.361 -3.396 4.611 -0.066 0.029 -0.038 -0.78
C 0.798 -4.089 4.938 -0.007 -0.062 0.095 -0.41
C 1.947 -3.944 4.169 0.057 -0.030 -0.019 -0.79
C 1.947 -3.093 3.079 0.093 -0.041 0.002 -0.11
H -0.841 3.562 -1.775 0.029 -0.002 0.011 0.51
H 0.556 4.385 -3.634 0.066 -0.024 0.047 0.45
H 2.930 3.671 -3.822 -0.049 -0.031 -0.007 0.44
H 3.839 1.954 -2.311 -0.074 0.047 0.000 0.46
H 3.569 0.478 -0.251 -0.020 -0.060 -0.028 0.51
H -1.268 -2.002 3.245 0.047 -0.050 0.031 0.41
H -1.251 -3.506 5.220 0.061 0.021 -0.030 0.47
H 0.811 -4.737 5.808 -0.008 0.046 -0.098 0.45
H 2.846 -4.487 4.431 -0.030 0.039 -0.002 0.45
H 2.843 -2.948 2.488 -0.027 -0.022 0.036 0.50
S -0.794 -0.762 -1.804 0.049 0.271 0.143 -0.14
C -2.340 -0.070 -1.296 -0.079 -0.105 0.038 0.68
C -3.567 -0.168 -1.924 -0.041 -0.081 -0.122 -0.71
C -4.649 0.444 -1.312 -0.087 0.031 0.003 -0.17
C -4.481 1.127 -0.110 -0.155 -0.007 -0.069 -0.87
C -3.222 1.198 0.442 0.266 -0.033 0.035 -0.50
N -2.179 0.605 -0.149 -0.184 -0.120 -0.274 0.47
H -3.661 -0.690 -2.869 -0.024 0.029 0.073 0.50
H -5.627 0.398 -1.774 0.030 0.000 0.013 0.48
H -5.312 1.610 0.383 0.007 -0.009 -0.026 0.47
H -3.024 1.737 1.359 0.025 -0.011 0.003 0.53
C -4.215 -4.201 1.440 0.059 -0.019 0.014 -0.56
C -4.093 -3.551 0.212 0.000 -0.004 -0.008 -0.74
C -2.869 -3.508 -0.425 -0.151 -0.081 0.042 -0.06
C -1.749 -4.107 0.175 -0.350 0.179 0.082 1.07
C -1.876 -4.743 1.418 -0.006 0.012 0.126 -0.46
C -3.113 -4.798 2.041 -0.055 -0.005 0.000 -0.63
Si -0.141 -4.164 -0.579 0.330 -0.088 0.314 0.14
C 0.270 -4.278 -2.296 0.053 0.080 -0.371 0.84
C -0.652 -4.069 -3.337 -0.010 -0.080 -0.115 -0.10
C -0.252 -4.225 -4.647 -0.016 -0.001 -0.061 -0.79
C 1.063 -4.596 -4.932 0.016 0.002 0.043 -0.42
C 1.981 -4.819 -3.912 -0.001 -0.010 -0.037 -0.68
C 1.590 -4.655 -2.594 0.126 0.025 -0.090 -0.48
H -5.180 -4.244 1.931 0.055 0.010 -0.027 0.44
H -4.960 -3.090 -0.248 0.031 -0.029 0.044 0.46
H -2.779 -3.007 -1.383 -0.001 -0.031 0.094 0.14
H -1.013 -5.200 1.898 -0.091 0.084 -0.035 0.36
H -3.215 -5.302 2.995 -0.016 0.019 -0.051 0.46
H 0.991 -4.355 0.341 -0.051 -0.022 -0.033 -0.02
H -1.679 -3.797 -3.120 0.082 -0.026 -0.012 0.33
H -0.960 -4.069 -5.453 0.072 -0.014 0.046 0.42
H 1.372 -4.716 -5.964 -0.020 -0.013 0.043 0.42
H 2.994 -5.122 -4.143 -0.041 0.019 -0.013 0.42
H 2.307 -4.827 -1.796 -0.062 0.025 -0.066 0.36
```
Forces are in eV/Å.

Results
HOMO energy (alpha / beta) ... -14.0 / -14.0 eV
Orbital gap (alpha / beta) ... 5.73 / 7.15 eV
⟨S²⟩ ... 1.101
Spin multiplicity ... 2
Net charge ... +2

(2)
Entry from the Open Molecules 2025 dataset: a molecular structure, C31H25N2O5Tc at a distorted geometry (the ωB97M-V functional and the def2-TZVPD basis).

Structure (XYZ):
```
64
Properties=species:S:1:pos:R:3:forces:R:3:mulliken_charge:R:1
Tc 0.000 0.000 0.000 -5.601 8.913 0.813 0.30
C 0.899 0.989 2.310 -0.030 1.254 2.073 -0.81
O 1.396 0.402 1.114 2.095 2.788 8.837 -0.34
C 1.631 -0.960 1.226 3.274 -5.186 5.850 0.66
C 2.600 -1.361 2.166 -1.013 0.274 -0.477 -1.07
C 2.963 -2.702 2.300 -0.340 -0.478 -0.321 -0.68
C 2.377 -3.663 1.484 0.205 0.336 0.323 -1.12
C 1.432 -3.278 0.531 -0.526 0.967 0.535 -0.18
C 1.035 -1.934 0.374 0.719 -7.609 5.214 0.80
N 0.097 -1.681 -0.664 3.449 -6.480 2.975 0.40
N -1.066 -1.790 -0.216 -5.831 0.176 1.317 -1.96
C -1.976 -1.249 -1.166 -5.478 -4.260 2.909 1.43
C -2.117 0.175 -1.253 -16.826 4.684 8.881 0.30
O -1.456 1.010 -0.542 -6.593 3.975 4.415 -0.77
C -3.049 0.618 -2.210 -2.065 0.247 -0.951 -0.50
C -3.792 -0.245 -3.023 0.560 1.275 0.866 -1.57
C -3.645 -1.628 -2.921 -1.361 0.379 0.365 1.84
C -4.388 -2.496 -3.741 -1.787 -2.006 0.808 -1.38
C -4.242 -3.879 -3.643 -3.643 1.688 0.464 -0.50
C -3.351 -4.413 -2.720 -1.395 -0.272 1.847 -0.86
C -2.610 -3.559 -1.900 -1.398 0.680 3.426 -0.60
C -2.733 -2.152 -1.980 -1.006 -0.275 1.780 -0.10
H 1.739 1.324 2.929 -0.131 -0.201 -0.063 0.30
H 0.257 0.310 2.881 0.228 -0.052 -0.190 0.41
H 0.317 1.874 2.041 0.180 -0.152 -0.199 0.42
H 3.096 -0.617 2.781 -0.038 0.035 -0.250 0.35
H 3.714 -2.990 3.030 -0.118 0.097 -0.125 0.42
H 2.659 -4.707 1.575 -0.010 0.173 -0.045 0.44
H 0.986 -4.029 -0.117 0.198 0.168 0.254 0.46
H -3.191 1.693 -2.323 0.248 -0.221 0.050 0.59
H -4.484 0.192 -3.737 0.065 -0.142 0.075 0.45
H -5.087 -2.089 -4.468 0.159 0.006 0.084 0.46
H -4.820 -4.535 -4.286 0.092 0.084 0.018 0.40
H -3.226 -5.487 -2.633 -0.683 0.179 0.764 0.88
H -1.913 -3.992 -1.185 -0.974 0.271 0.303 1.01
O -0.524 -0.016 -1.778 15.278 0.851 -9.655 -0.45
C 0.406 -0.818 -2.522 2.030 1.228 -2.837 3.80
C 1.686 -1.068 -1.576 3.260 -3.373 -7.165 0.18
O 2.569 -1.872 -2.016 -2.813 2.929 1.965 -0.71
O 1.688 -0.445 -0.460 8.604 3.807 -11.861 -0.22
C 0.918 0.064 -3.685 -0.233 0.248 -0.845 -0.76
C 0.887 1.469 -3.594 -0.080 -0.300 0.117 -0.44
C 1.332 2.275 -4.644 0.042 -0.406 0.157 -0.92
C 1.830 1.691 -5.805 -0.013 -0.102 0.102 -0.51
C 1.901 0.303 -5.907 -0.082 -0.025 0.428 -1.02
C 1.460 -0.503 -4.852 -0.124 0.085 0.191 -0.09
C -0.367 -2.064 -2.967 1.229 -1.095 -1.132 -0.77
C -0.086 -3.347 -2.472 0.790 -0.610 -1.252 -0.39
C -0.809 -4.464 -2.901 3.169 0.489 0.057 -1.42
C -1.843 -4.319 -3.821 0.618 0.326 -2.028 -0.49
C -2.158 -3.056 -4.313 4.128 1.533 -3.740 -0.91
C -1.430 -1.942 -3.889 0.992 -0.943 -1.860 -0.64
H -1.531 -0.221 -1.884 5.874 -5.538 -10.615 0.55
H 0.528 1.938 -2.679 -0.020 -0.064 -0.206 0.18
H 1.300 3.355 -4.541 -0.008 -0.145 -0.016 0.44
H 2.183 2.316 -6.619 -0.067 -0.082 0.073 0.42
H 2.315 -0.159 -6.797 -0.061 0.051 0.117 0.43
H 1.555 -1.584 -4.932 -0.076 0.160 0.003 0.49
H 0.720 -3.497 -1.755 -0.262 0.086 -0.716 1.18
H -0.550 -5.445 -2.513 -0.113 0.085 0.007 0.48
H -2.398 -5.190 -4.154 1.169 0.032 -1.029 0.70
H -2.962 -2.934 -5.032 1.458 -0.085 -0.250 0.87
H -1.680 -0.962 -4.291 0.203 -0.221 -0.063 1.05
H 0.391 1.617 -0.130 0.485 -0.239 -0.572 0.09
```
Forces are in eV/Å.

Results
HOMO energy (alpha / beta) ... -10.2 / -10.9 eV
Orbital gap (alpha / beta) ... 5.94 / 5.38 eV
⟨S²⟩ ... 3.815
Spin multiplicity ... 4
Net charge ... +1

(3)
Entry from the Open Molecules 2025 dataset: a molecular structure, C31H25N4O6STi (the ωB97M-V functional and the def2-TZVPD basis).

Structure (XYZ):
```
68
Properties=species:S:1:pos:R:3:forces:R:3:mulliken_charge:R:1
Ti -0.150 0.433 -0.237 -0.197 0.155 0.278 -0.56
C 0.505 1.781 2.882 -0.030 0.007 0.012 -0.43
C -0.667 1.935 3.601 0.007 0.001 -0.005 -0.53
C -1.752 2.600 3.036 0.003 0.006 0.003 -0.56
C -1.659 3.133 1.762 0.009 -0.004 0.013 -0.59
C -0.481 2.993 1.036 -0.019 -0.067 -0.069 -0.21
C 0.600 2.296 1.588 -0.021 -0.064 -0.136 -0.70
H 1.357 1.281 3.324 0.001 -0.001 0.001 0.46
H -0.739 1.550 4.610 0.003 -0.002 0.001 0.43
H -2.664 2.718 3.606 -0.004 0.001 -0.003 0.45
H -2.494 3.679 1.342 -0.003 0.001 0.004 0.46
H -0.376 3.445 0.059 0.007 0.031 0.021 0.66
H 1.543 2.254 1.050 0.005 0.035 0.021 0.72
O 4.987 -2.598 -4.032 0.069 0.002 -0.035 -0.64
C 3.787 -2.741 -3.861 -0.133 0.032 0.145 -0.06
O 2.905 -3.500 -4.311 0.012 -0.034 -0.063 -0.64
C 3.044 -1.861 -2.864 0.074 -0.014 -0.064 0.72
C 2.892 -2.295 -1.532 -0.014 0.003 0.020 -0.64
C 2.037 -1.619 -0.702 0.025 -0.029 -0.078 -0.03
N 1.387 -0.537 -1.149 -0.062 0.010 -0.051 0.60
C 1.551 -0.080 -2.401 0.081 -0.026 -0.037 -0.39
C 2.374 -0.697 -3.293 -0.060 -0.023 -0.016 -0.76
C -0.941 0.632 -2.719 0.036 0.012 -0.127 1.05
C -0.765 1.331 -4.065 -0.036 -0.019 0.042 -0.47
C -1.775 2.399 -4.348 0.003 0.000 -0.001 -0.95
C -2.555 2.853 -3.370 -0.011 0.006 -0.043 -0.97
C -2.385 2.361 -2.001 -0.019 -0.047 0.059 0.05
N -1.654 1.369 -1.696 0.122 0.039 0.064 0.43
C 1.663 -1.918 0.688 -0.021 -0.006 0.067 0.72
C 2.163 -2.982 1.416 0.004 -0.001 0.009 -0.71
C 1.684 -3.200 2.697 0.001 -0.006 -0.009 -0.75
C 0.705 -2.362 3.204 -0.009 0.007 0.006 -1.13
C 0.251 -1.319 2.420 0.020 -0.020 -0.008 -0.26
N 0.732 -1.078 1.195 -0.085 -0.001 -0.064 0.67
H 3.432 -3.171 -1.201 0.002 0.000 0.006 0.48
H 2.493 -0.329 -4.303 -0.008 -0.002 -0.001 0.60
H -0.657 0.641 -4.904 -0.006 0.006 -0.006 0.51
H -1.862 2.776 -5.358 0.007 0.001 -0.001 0.51
H -3.298 3.620 -3.542 0.000 0.000 -0.001 0.47
H -2.897 2.871 -1.190 0.009 0.005 0.001 0.52
H 2.910 -3.630 0.981 0.003 0.006 -0.010 0.52
H 2.063 -4.025 3.286 0.002 0.002 0.004 0.49
H 0.287 -2.511 4.189 -0.002 0.002 0.002 0.52
H -0.528 -0.655 2.765 0.002 -0.005 0.004 0.65
C -3.380 -6.144 2.757 0.002 -0.005 -0.007 -1.51
C -3.133 -4.837 2.064 0.017 0.021 -0.011 0.90
C -1.974 -4.633 1.316 -0.022 -0.052 0.029 -1.14
C -1.753 -3.444 0.644 0.009 0.053 -0.032 -0.29
C -2.714 -2.445 0.721 -0.001 0.062 0.043 0.28
C -3.885 -2.622 1.451 -0.041 0.039 0.024 -0.69
C -4.082 -3.814 2.122 0.035 0.001 -0.012 -0.83
S -2.494 -0.908 -0.083 0.209 -0.149 -0.181 1.40
O -1.849 0.053 0.889 0.045 -0.023 0.143 -0.35
O -3.737 -0.468 -0.626 -0.037 -0.053 -0.066 -0.69
N -1.244 -1.073 -1.079 0.033 0.281 0.174 0.27
C -1.349 -0.831 -2.526 0.024 -0.086 -0.053 -1.38
C 0.582 1.068 -2.502 -0.012 0.042 -0.060 1.42
O 0.540 1.846 -3.672 0.031 0.014 -0.014 -0.62
O 0.694 1.750 -1.293 -0.049 -0.171 0.074 -0.49
H -2.448 -6.660 2.981 0.000 0.001 -0.001 0.38
H -3.975 -6.799 2.117 0.000 -0.004 0.004 0.31
H -3.933 -6.002 3.684 -0.001 0.000 0.002 0.41
H -1.239 -5.425 1.249 0.001 0.002 -0.003 0.45
H -0.864 -3.303 0.044 0.016 0.004 -0.004 0.52
H -4.634 -1.841 1.480 -0.005 -0.003 0.001 0.50
H -4.991 -3.961 2.690 -0.004 -0.002 0.000 0.42
H -2.367 -1.000 -2.885 0.001 0.019 0.008 0.50
H -0.670 -1.505 -3.050 -0.016 0.011 -0.017 0.48
```
Forces are in eV/Å.

Results
HOMO energy ... -10.4 eV
Orbital gap ... 5.59 eV
Net charge ... +1
Energy above the lowest of the compared OMol25 structures with the same formula, charge and spin ... 3.282 eV

(4)
Entry from the Open Molecules 2025 dataset: a molecular structure, C31H26AsF6LaN2P2S (the ωB97M-V functional and the def2-TZVPD basis).

Structure (XYZ):
```
70
Properties=species:S:1:pos:R:3:forces:R:3:mulliken_charge:R:1
La -0.854 0.691 -0.764 0.037 0.907 -0.117 2.15
C 0.342 1.208 2.845 -0.088 -0.091 0.092 -0.76
P 0.628 2.307 1.374 0.022 0.030 0.027 0.50
C 2.436 2.181 1.250 -0.014 0.008 0.066 0.60
C 3.009 1.576 0.139 0.047 -0.012 -0.064 -0.22
C 4.380 1.362 0.078 -0.009 -0.024 -0.011 -0.81
C 5.187 1.766 1.128 -0.022 0.052 0.049 -0.51
C 4.626 2.397 2.235 0.051 -0.023 -0.041 -0.79
C 3.259 2.602 2.297 -0.024 -0.021 0.018 -0.36
C 0.276 3.980 1.941 0.094 0.039 0.002 0.67
C 1.133 5.017 1.578 -0.017 0.041 -0.014 -0.74
C 0.818 6.324 1.918 -0.018 0.004 0.012 -0.68
C -0.347 6.599 2.618 0.008 0.000 -0.004 -0.50
C -1.205 5.567 2.976 0.015 0.016 0.008 -0.71
C -0.900 4.261 2.633 -0.023 -0.008 0.004 -0.30
C 0.804 -0.127 2.415 -0.070 0.038 -0.026 0.07
C 1.747 -0.974 3.072 0.057 -0.066 0.024 -1.12
C 1.927 -2.048 2.257 -0.023 0.038 0.053 -1.06
C 1.087 -1.830 1.109 -0.017 -0.010 0.096 -0.03
C 0.983 -2.753 -0.049 0.007 -0.126 0.034 -0.91
P -0.390 -2.282 -1.180 0.072 -0.094 -0.290 0.30
C 0.103 -2.879 -2.811 0.106 -0.132 0.086 0.24
C -0.389 -2.212 -3.930 -0.073 0.052 -0.101 -0.33
C -0.044 -2.637 -5.205 -0.012 0.024 -0.006 -0.74
C 0.800 -3.724 -5.369 0.029 -0.036 0.040 -0.50
C 1.292 -4.399 -4.258 -0.035 0.047 -0.055 -0.78
C 0.942 -3.981 -2.985 0.015 -0.026 0.010 -0.15
C -1.770 -3.314 -0.635 -0.026 -0.038 0.032 0.59
C -2.474 -2.926 0.504 -0.067 0.009 0.076 -0.22
C -3.534 -3.690 0.964 0.017 -0.002 -0.013 -0.73
C -3.903 -4.841 0.281 0.011 -0.001 -0.006 -0.59
C -3.215 -5.223 -0.861 -0.036 0.001 0.025 -0.69
C -2.150 -4.464 -1.322 0.001 0.021 -0.018 -0.30
N 0.414 -0.663 1.216 -0.004 0.024 -0.135 0.57
H -0.731 1.191 3.067 -0.001 0.033 -0.050 0.55
H 0.863 1.541 3.743 0.036 0.022 -0.036 0.47
H 2.393 1.306 -0.714 -0.009 -0.015 0.036 0.18
H 4.815 0.894 -0.795 0.006 0.005 -0.005 0.46
H 6.256 1.607 1.082 0.008 0.000 0.000 0.42
H 5.257 2.736 3.045 0.009 -0.012 -0.001 0.43
H 2.832 3.110 3.154 -0.015 -0.027 0.005 0.44
H 2.044 4.812 1.029 -0.035 -0.003 0.000 0.43
H 1.486 7.125 1.631 -0.011 0.016 0.004 0.41
H -0.593 7.618 2.882 0.005 0.009 -0.002 0.40
H -2.119 5.780 3.513 -0.005 0.007 -0.001 0.42
H -1.601 3.476 2.892 0.025 -0.038 -0.021 0.30
H 2.202 -0.761 4.025 0.026 -0.041 0.010 0.55
H 2.557 -2.911 2.403 0.025 0.005 0.042 0.60
H 0.850 -3.775 0.317 0.028 0.015 -0.015 0.57
H 1.932 -2.749 -0.598 -0.017 0.077 -0.029 0.62
H -1.068 -1.371 -3.824 0.022 -0.016 0.060 0.36
H -0.434 -2.114 -6.067 0.000 -0.002 -0.009 0.44
H 1.075 -4.051 -6.363 -0.008 0.000 -0.011 0.40
H 1.942 -5.253 -4.386 0.009 -0.008 0.003 0.44
H 1.319 -4.528 -2.130 -0.001 0.018 0.020 0.39
H -2.214 -2.019 1.043 0.050 -0.013 -0.042 0.22
H -4.079 -3.380 1.844 -0.009 -0.004 0.007 0.43
H -4.736 -5.435 0.633 -0.011 0.000 0.000 0.41
H -3.513 -6.111 -1.402 0.006 -0.011 -0.003 0.43
H -1.629 -4.761 -2.223 0.011 0.001 0.005 0.36
F -3.113 0.917 -0.112 -0.515 0.068 0.436 -0.65
As -4.077 0.711 -1.688 0.177 0.080 0.219 2.04
F -2.628 1.538 -2.354 -0.322 -0.058 -0.321 -0.50
F -2.966 -0.697 -1.788 -0.234 -0.057 -0.152 -0.43
F -4.727 0.434 -3.220 0.149 0.004 0.044 -0.42
F -5.237 -0.197 -0.848 0.247 0.042 -0.057 -0.44
F -4.821 2.204 -1.407 0.090 -0.268 -0.080 -0.43
S 0.337 3.018 -2.107 -0.107 -0.100 0.060 -0.35
C -0.992 3.547 -1.224 0.272 -0.334 0.004 0.37
N -1.901 3.676 -0.511 0.085 -0.032 0.025 -0.46
```
Forces are in eV/Å.

Results
HOMO energy (alpha / beta) ... -11.3 / -11.3 eV
Orbital gap (alpha / beta) ... 8.15 / 6.03 eV
⟨S²⟩ ... 0.761
Spin multiplicity ... 2
Net charge ... +1
Energy above the lowest of the compared OMol25 structures with the same formula, charge and spin ... 0.000 eV